Formula: C5H8NPS
Source: OMol25
Level of theory: wB97M-V/def2-TZVPD

```
16
Properties=species:S:1:pos:R:3:forces:R:3
C 0.097028 0.283238 2.083850 -1.2733 0.3011 -1.1186
C -0.515648 0.018059 0.689276 0.5090 0.2993 -0.2554
C -1.930086 -0.245419 0.470609 0.5857 0.2372 1.4950
C -2.280380 -0.306738 -0.845701 1.7237 0.3680 1.7470
S -0.920184 -0.025443 -1.810536 1.1195 -0.1220 -1.2897
C 0.186612 0.103550 -0.498327 1.2127 -0.1257 1.2218
N 1.652624 0.221208 -0.583084 -1.8876 -0.4716 1.7093
P 2.607031 -0.302516 -1.898666 0.2305 0.2997 0.1441
H 1.003138 -0.270365 2.340293 -0.1647 -0.1645 -0.2073
H 0.320889 1.384144 2.199592 -0.4823 -1.1569 0.1424
H -0.760843 -0.080557 2.671976 0.8130 0.5955 0.8055
H -2.575337 -0.373021 1.382348 0.3947 0.0354 -1.3460
H -3.157576 -0.610593 -1.297854 -1.6877 -0.2725 -0.7082
H 2.144260 0.164276 0.348352 -1.2444 -0.0887 -1.4965
H 2.485445 0.937215 -2.507094 0.3035 0.3583 -1.0308
H 1.643025 -0.897036 -2.745034 -0.1522 -0.0926 0.1875
```
Forces are in eV/Å.

Summary:
* E: -26927.5304 eV
* highest occupied orbital energy: -7.88 eV
* structure (SMILES): Cc1ccsc1NP
* gap between HOMO and LUMO: 8.737 eV
* maximum force: 2.6 eV/Å

---

Formula: C5H8NS
Source: OMol25
Level of theory: wB97M-V/def2-TZVPD

```
15
Properties=species:S:1:pos:R:3:forces:R:3
C -1.770342 -0.024390 -0.010788 -0.9968 -0.2639 0.1607
C -2.540361 -0.520925 1.091445 -0.6243 -1.1853 0.6997
C 0.652414 0.229413 -0.351813 -0.3302 -0.5821 -0.3597
C 1.321158 -0.989384 -0.862325 1.3101 -0.8940 0.6030
C 1.504184 1.328233 0.015457 3.6489 0.8039 1.5119
N -0.598421 0.332214 -0.172731 1.0654 -0.2144 -0.9698
S -3.409885 0.070480 -0.459127 0.7346 0.1972 0.4227
H -2.647738 -1.612110 1.263822 0.2481 0.8042 -0.2507
H -2.494807 0.070677 2.005301 -0.4938 0.1365 -0.2264
H 2.121832 -0.776986 -1.608424 -0.4937 0.3395 0.7188
H 0.652289 -1.675835 -1.402777 0.1508 -0.1758 0.9766
H 1.914332 -1.363817 0.110637 -1.4444 0.1716 -2.2015
H 1.693174 1.383985 1.169234 -0.2678 -0.3178 -2.0464
H 1.079310 2.249484 -0.247336 -0.8169 1.3811 -0.2428
H 2.522859 1.298967 -0.540580 -1.6899 -0.2007 1.2038
```
Forces are in eV/Å.

Summary:
* E: -17631.0193 eV
* highest occupied orbital energy: -14.43 eV
* net charge: +1
* gap between HOMO and LUMO: 10.046 eV
* maximum force: 4.0 eV/Å